Entry 1:
{
  "formula": "C19H32N2O2",
  "method": "the ωB97M-V functional and the def2-TZVPD basis",
  "species": ["C", "H", "C", "H", "C", "N", "C", "C", "H", "H", "C", "N", "C", "H", "H", "H", "C", "H", "C", "C", "C", "C", "C", "C", "C", "H", "O", "C", "H", "H", "H", "O", "C", "H", "H", "H", "H", "H", "H", "H", "H", "C", "C", "H", "H", "H", "H", "H", "H", "H", "H", "H", "H", "H", "H"],
  "positions_angstrom": [[-5.46767, -2.40672, -0.32426], [-6.28962, -1.69598, -0.27178], [-4.50506, -2.19626, 0.83640], [-5.03651, -2.28824, 1.78634], [-3.84950, -0.81346, 0.77178], [-3.07777, -0.66521, -0.45020], [-1.73067, -1.19724, -0.37525], [-0.74939, -0.29573, 0.38728], [-1.04622, -0.23654, 1.43566], [0.25467, -0.71815, 0.34162], [-0.73957, 1.09916, -0.24466], [0.26924, 1.94179, 0.38380], [-0.09487, 2.48117, 1.67387], [-0.52436, 1.69584, 2.29085], [-0.81096, 3.31601, 1.61540], [0.80620, 2.84631, 2.17058], [0.83784, 2.95996, -0.47806], [1.54583, 3.52457, 0.13545], [1.58314, 2.37233, -1.69120], [2.21249, 1.03706, -1.40182], [2.05680, -0.03028, -2.27009], [2.62805, -1.25224, -1.97631], [3.35226, -1.46316, -0.80753], [3.50312, -0.38815, 0.08678], [2.94459, 0.83960, -0.23961], [3.06329, 1.67087, 0.43307], [4.19542, -0.59854, 1.25862], [4.22692, 0.43200, 2.21201], [4.78959, 1.30064, 1.85325], [4.73740, 0.01040, 3.07751], [3.21782, 0.74367, 2.50051], [3.82992, -2.73637, -0.67412], [4.66550, -3.09880, 0.40002], [4.14519, -3.03853, 1.35844], [4.94480, -4.13449, 0.20410], [5.56543, -2.48126, 0.43979], [2.51829, -2.09071, -2.64578], [1.49195, 0.08586, -3.18348], [2.35493, 3.08740, -1.99080], [0.90216, 2.26635, -2.53768], [0.08049, 3.68005, -0.83841], [-2.17232, 1.65198, -0.25573], [-3.07051, 0.66656, -1.01565], [-4.09837, 1.03681, -1.05019], [-2.70987, 0.57931, -2.04696], [-2.54516, 1.76520, 0.76399], [-2.20163, 2.62893, -0.74319], [-0.42737, 0.96874, -1.28419], [-1.76976, -2.18371, 0.08960], [-1.36950, -1.32317, -1.40135], [-3.24283, -0.66074, 1.67787], [-4.63975, -0.05847, 0.77231], [-3.73340, -2.96713, 0.80999], [-5.87972, -3.41291, -0.30615], [-4.94097, -2.25638, -1.26248]],
  "smiles": "CCCN1CCC(N(C)CCc2ccc(OC)c(OC)c2)CC1",
  "e_above_lowest_ev": 2.842,
  "gap_ev": 8.550,
  "homo_ev": -7.80
}

=====

Entry 2:
{
  "formula": "C19H32NNdO3P2",
  "method": "the ωB97M-V functional and the def2-TZVPD basis",
  "species": ["C", "C", "N", "C", "C", "C", "C", "P", "Nd", "P", "C", "C", "C", "C", "C", "C", "C", "O", "O", "H", "H", "H", "C", "C", "H", "H", "H", "H", "C", "C", "H", "H", "H", "H", "H", "H", "H", "H", "H", "H", "H", "H", "H", "H", "H", "H", "H", "H", "H", "H", "H", "H", "C", "C", "O", "H", "H", "H"],
  "positions_angstrom": [[0.78827, -4.27186, 1.38019], [0.85259, -3.02386, 0.71547], [-0.10162, -2.08035, 0.89522], [-1.01487, -2.24214, 1.86078], [-1.08120, -3.42283, 2.59923], [-0.19084, -4.44604, 2.34606], [1.96424, -2.88758, -0.38990], [2.64372, -1.15221, -0.56699], [0.08972, 0.18942, -0.51231], [-2.32790, 0.21691, 1.12516], [-1.92846, -1.16035, 2.29076], [0.17662, 2.46443, -1.56123], [1.22995, 3.34701, -1.43133], [1.27259, 4.46924, -2.26807], [0.26649, 4.68545, -3.22872], [-0.79543, 3.75923, -3.33528], [-0.85058, 2.63709, -2.46832], [0.84961, -3.23538, -2.80857], [0.18863, -0.77973, -2.61952], [1.52166, -5.02074, 1.12114], [-1.82855, -3.47578, 3.40326], [-0.20832, -5.36787, 2.93898], [3.95330, -1.13487, 0.62647], [3.60215, -1.13574, -2.14937], [-2.90602, -1.55843, 2.58988], [-1.52454, -0.63618, 3.16747], [1.51642, -3.01834, -1.43833], [2.74387, -3.61856, -0.18166], [-3.01017, 1.54181, 2.16280], [-3.86514, -0.38424, 0.43413], [2.00255, 3.22674, -0.69340], [2.08791, 5.18224, -2.14474], [0.27897, 5.53870, -3.86899], [-1.61079, 3.87610, -4.07711], [-1.70624, 1.94593, -2.53367], [-1.45532, -0.32451, -2.24093], [0.01492, -0.33026, -3.47276], [0.46100, -2.32791, -2.81538], [0.13544, -3.85623, -2.57577], [-2.11762, -0.31739, -1.76141], [4.69641, -1.91476, 0.38954], [4.45484, -0.16115, 0.57055], [3.55060, -1.31142, 1.64953], [4.38656, -1.91279, -2.11600], [2.99400, -1.30760, -3.06113], [4.09569, -0.14681, -2.21195], [-4.61553, -0.36040, 1.20779], [-4.20199, 0.23773, -0.40129], [-3.78355, -1.43678, 0.11313], [-3.93682, 1.18920, 2.61672], [-2.32282, 1.87171, 2.95914], [-3.27136, 2.40874, 1.55021], [0.85013, 3.16431, 2.51434], [0.57054, 2.08319, 1.55631], [0.88820, 0.90702, 1.76579], [0.41274, 4.08259, 2.13108], [1.93962, 3.30487, 2.64259], [0.37947, 2.88588, 3.48211]],
  "gap_ev": [5.743, 5.799],
  "spin_multiplicity": 4,
  "homo_ev": [-5.53, -5.58]
}

=====

Entry 3:
{
  "formula": "C19H33AsO7P3Si2Sn",
  "method": "the ωB97M-V functional and the def2-TZVPD basis",
  "species": ["Sn", "O", "P", "O", "O", "O", "P", "O", "O", "O", "H", "H", "C", "Si", "C", "C", "As", "Si", "C", "C", "C", "H", "H", "H", "H", "H", "H", "H", "H", "H", "H", "H", "H", "H", "H", "H", "H", "H", "H", "C", "P", "C", "C", "C", "C", "C", "C", "C", "C", "C", "C", "C", "C", "H", "H", "H", "H", "H", "H", "H", "H", "H", "H", "H", "H", "H"],
  "positions_angstrom": [[-0.90647, 1.51022, -0.96947], [2.07423, 0.06102, 0.94893], [0.72703, 0.75462, 1.82403], [0.79073, 0.30722, 3.19723], [-0.40317, 0.37022, 0.91223], [1.20543, 2.22922, 1.51543], [0.13803, 3.50482, 1.52023], [-0.73517, 3.22932, 2.79973], [0.92253, 4.71752, 1.53033], [-0.74407, 3.20082, 0.29453], [2.89573, 0.27992, 1.41283], [-1.41587, 2.56062, 2.71533], [3.77933, 3.71992, -0.31067], [4.08583, 1.99872, -1.04527], [5.48983, 1.00222, -0.21167], [4.20583, 1.96272, -2.95697], [2.00183, 0.71802, -0.96117], [2.16543, -1.62908, -1.69317], [3.93323, -2.36178, -1.75327], [1.03113, -2.58948, -0.50037], [1.42843, -1.37688, -3.44567], [4.57663, 4.41212, -0.56987], [3.71353, 3.68672, 0.77573], [2.83863, 4.14562, -0.66037], [6.45683, 1.41292, -0.48687], [5.47753, -0.04438, -0.50937], [5.42063, 1.05782, 0.87273], [4.94193, 2.65832, -3.34077], [3.24013, 2.22522, -3.39297], [4.46993, 0.97142, -3.31697], [4.36703, -2.44538, -0.75957], [4.60163, -1.76818, -2.37117], [3.90723, -3.36408, -2.17177], [1.48383, -2.65818, 0.48573], [0.82963, -3.60248, -0.83197], [0.07623, -2.08088, -0.37927], [1.99083, -0.59878, -3.96487], [0.39543, -1.03208, -3.36717], [1.44103, -2.26908, -4.06317], [-5.31577, 0.55832, 0.02863], [-3.47347, 0.42052, 0.05283], [-3.19897, 0.23862, 1.84443], [-3.61817, 1.29132, 2.65563], [-3.37457, 1.26152, 4.01793], [-2.69617, 0.18922, 4.57453], [-2.25147, -0.84348, 3.76723], [-2.49377, -0.81718, 2.40663], [-3.31567, -1.27418, -0.62897], [-3.81177, -2.40498, 0.01233], [-3.68527, -3.65018, -0.57847], [-3.08827, -3.77698, -1.82317], [-2.63017, -2.65118, -2.48867], [-2.74037, -1.40998, -1.88867], [-5.74487, -0.26338, 0.59993], [-5.66927, 0.51112, -0.99827], [-5.63317, 1.50262, 0.46263], [-4.14677, 2.13052, 2.22163], [-3.71057, 2.07412, 4.64323], [-2.50777, 0.16222, 5.63523], [-1.70887, -1.67058, 4.19723], [-2.12197, -1.61428, 1.78083], [-4.29747, -2.31278, 0.97343], [-4.06127, -4.52418, -0.06907], [-2.99147, -4.74938, -2.27917], [-2.20327, -2.73908, -3.47567], [-2.40807, -0.51518, -2.41557]],
  "total_charge": 1,
  "e_above_lowest_ev": 0.473,
  "gap_ev": 7.171,
  "homo_ev": -11.15
}

=====

Entry 4:
{
  "formula": "C19H33BCl4OSn",
  "method": "the ωB97M-V functional and the def2-TZVPD basis",
  "species": ["Cl", "B", "Cl", "Cl", "O", "C", "C", "C", "C", "C", "Cl", "C", "C", "H", "H", "H", "H", "H", "C", "C", "C", "C", "Sn", "C", "C", "C", "C", "C", "C", "C", "C", "H", "H", "H", "H", "H", "H", "H", "H", "H", "H", "H", "H", "H", "H", "H", "H", "H", "H", "H", "H", "H", "H", "H", "H", "H", "H", "H", "H"],
  "positions_angstrom": [[2.82183, -2.42758, 3.55265], [1.78737, -1.04806, 4.03438], [2.65691, 0.36445, 4.78535], [1.72902, -0.10647, 1.48007], [0.43744, -1.11468, 4.06537], [-0.22092, 0.16252, 3.89922], [-1.72077, -0.11576, 3.90954], [-2.60032, 0.97098, 3.99852], [-3.96666, 0.79617, 4.24271], [-4.50518, -0.49705, 4.27797], [-6.19082, -0.71727, 4.53106], [-3.64752, -1.59858, 4.18223], [-2.28183, -1.39338, 3.93678], [0.08315, 0.92240, 4.65791], [-2.20731, 1.95971, 3.80405], [-4.63351, 1.65575, 4.31737], [-4.06135, -2.59495, 4.22134], [-1.67788, -2.27217, 3.73041], [1.63036, -2.11167, -5.35915], [1.36886, -2.27822, -3.86816], [2.03024, -1.15729, -3.05338], [1.82749, -1.26703, -1.54211], [0.57538, 0.34260, -0.84274], [1.43110, 2.30851, -1.36950], [2.79770, 2.43801, -0.70640], [3.50512, 3.78230, -0.84725], [4.85966, 3.85130, -0.13667], [-1.35732, 0.34372, -2.01267], [-2.12706, -0.98124, -1.69760], [-3.43889, -0.77742, -0.93789], [-4.19971, -2.07091, -0.69568], [0.15539, 0.59927, 2.97134], [1.30994, -2.98870, -5.92660], [1.13535, -1.20827, -5.73578], [2.70079, -2.01063, -5.55936], [0.29241, -2.36419, -3.67838], [1.80078, -3.21000, -3.51059], [3.11480, -1.13858, -3.25389], [1.64916, -0.20437, -3.44146], [1.33566, -2.17772, -1.16647], [2.74308, -1.04327, -0.97780], [1.44342, 2.44054, -2.46118], [0.66113, 2.95929, -0.94426], [2.64352, 2.23212, 0.35198], [3.46725, 1.64179, -1.05301], [3.66274, 3.96900, -1.90958], [2.85026, 4.58756, -0.50332], [5.36110, 4.81153, -0.33399], [4.73438, 3.72209, 0.94517], [5.51899, 3.04911, -0.49047], [-1.84014, 1.25433, -1.63004], [-1.16540, 0.44253, -3.10099], [-2.30130, -1.53344, -2.64296], [-1.48078, -1.62496, -1.07906], [-3.25034, -0.27268, 0.01694], [-4.05001, -0.08535, -1.51498], [-5.17654, -1.87461, -0.25329], [-4.39585, -2.60263, -1.62955], [-3.62439, -2.73846, -0.04617]],
  "e_above_lowest_ev": 0.000,
  "gap_ev": 7.758,
  "homo_ev": -8.92
}

=====

Entry 5:
{
  "formula": "C19H33ClHfIN2O2P2",
  "method": "the ωB97M-V functional and the def2-TZVPD basis",
  "species": ["C", "C", "H", "H", "H", "O", "I", "Hf", "P", "C", "C", "H", "H", "H", "H", "H", "H", "C", "H", "H", "H", "P", "C", "C", "H", "H", "H", "C", "H", "H", "H", "H", "H", "H", "Cl", "C", "N", "N", "C", "O", "C", "C", "C", "C", "C", "C", "C", "C", "C", "H", "H", "H", "H", "H", "H", "H", "H", "H", "H", "H", "H"],
  "positions_angstrom": [[0.74366, 6.45776, -3.02478], [1.59438, 5.37714, -2.62092], [1.32268, 7.21826, -3.60732], [0.32771, 6.90660, -2.08937], [-0.07197, 6.01724, -3.64602], [2.42747, 4.59766, -2.41377], [-1.61511, 3.85889, -1.19450], [-0.80282, 1.46628, -0.23783], [-0.50806, 0.51366, -2.67083], [0.79527, -0.67133, -3.13765], [-1.99159, -0.57776, -2.72608], [-2.29720, -0.73012, -3.77201], [-1.00350, 0.99713, -5.02197], [-2.82170, -0.11605, -2.16812], [-1.30924, 2.39912, -3.95197], [0.89270, -1.45024, -2.36988], [-1.76936, -1.55156, -2.25925], [-0.63111, 1.56275, -4.15613], [0.57879, -1.15342, -4.10456], [0.36104, 1.97199, -4.39159], [1.75152, -0.14039, -3.21708], [0.85159, 2.73117, 1.43802], [2.29681, 1.87350, 2.16293], [1.46115, 4.44028, 1.27542], [-1.17020, 3.42897, 2.60105], [0.27804, 3.51368, 3.64821], [-0.52342, 1.92942, 3.33865], [-0.25316, 2.90402, 2.90299], [0.69229, 5.08610, 0.83500], [1.71658, 4.80299, 2.27919], [2.47998, 2.24619, 3.17938], [3.17548, 2.09851, 1.54550], [2.35258, 4.45598, 0.64055], [2.16239, 0.78383, 2.20660], [-2.91748, 0.97617, 0.65362], [-0.34585, -4.47037, 2.60819], [-0.21764, -3.03990, 2.52663], [-0.27571, -2.41057, 1.32644], [-0.00346, -1.10513, 1.49988], [-0.07656, -0.27242, 0.49352], [0.26313, -0.92181, 2.87353], [0.12619, -2.15482, 3.48255], [0.29885, -2.56870, 4.88909], [-0.54803, -3.13170, 0.12428], [-1.76269, -3.81283, -0.00167], [-1.97187, -4.62401, -1.11445], [-0.98082, -4.74103, -2.09136], [0.22280, -4.03319, -1.96691], [0.45255, -3.24859, -0.83777], [-0.15012, -4.76635, 3.64021], [0.37341, -4.97921, 1.94834], [-1.35952, -4.78872, 2.33594], [0.49761, 0.02866, 3.32673], [-0.59681, -3.07586, 5.28126], [1.15256, -3.25420, 5.01352], [0.49662, -1.68817, 5.51757], [-2.50269, -3.75586, 0.79696], [-2.92254, -5.16302, -1.21379], [-1.13106, -5.40191, -2.95055], [0.97607, -4.10376, -2.75891], [1.40938, -2.74095, -0.67470]],
  "total_charge": 3,
  "gap_ev": 6.895,
  "homo_ev": -16.85
}

=====

Entry 6:
{
  "formula": "C19H33FN3O4",
  "method": "the ωB97M-V functional and the def2-TZVPD basis",
  "species": ["C", "C", "C", "C", "N", "C", "F", "C", "C", "C", "C", "O", "C", "C", "O", "O", "N", "C", "C", "C", "N", "C", "C", "C", "C", "C", "H", "H", "H", "H", "H", "H", "H", "H", "H", "H", "H", "H", "H", "H", "H", "H", "H", "H", "H", "H", "H", "H", "H", "H", "H", "H", "H", "H", "H", "H", "H", "O", "H", "H"],
  "positions_angstrom": [[0.37466, -4.63310, 0.63053], [0.12974, -3.34847, 1.53290], [-1.35321, -2.80099, 1.47984], [-1.72301, -2.11876, 0.09227], [-0.82199, -0.93910, -0.11129], [0.24617, -1.15167, -0.96152], [0.45027, -2.37010, -1.54255], [1.22575, -0.10767, -1.30630], [2.36237, -0.48146, -2.32999], [1.76606, -0.25834, -3.79727], [0.54757, 0.72794, -3.87174], [0.32074, 1.04333, -5.27259], [1.08426, 1.23765, -0.67507], [2.11190, 2.35750, -0.97926], [2.45004, 3.19144, -0.18162], [2.75429, 2.41544, -2.24807], [4.14411, 2.31374, -2.07033], [-0.08696, 1.40537, 0.23212], [-0.27217, 2.84760, 0.87041], [0.60364, 3.07913, 2.16493], [1.20992, 4.20264, 2.27716], [-1.03025, 0.29056, 0.52234], [-2.25728, 0.51922, 1.48951], [-1.77928, 1.00265, 2.94857], [-3.35634, 1.50453, 0.85352], [-3.26996, 1.64344, -0.71412], [1.45933, -4.63458, 0.33558], [0.10181, -5.54737, 1.23103], [-0.21819, -4.60247, -0.33171], [0.36381, -3.64164, 2.61245], [0.89714, -2.57996, 1.24077], [-2.10287, -3.58913, 1.78163], [-1.41776, -2.01482, 2.29308], [-1.71898, -2.82826, -0.76960], [-2.77779, -1.72000, 0.15867], [2.54590, -1.58199, -2.21865], [3.32161, 0.05252, -2.13739], [2.57957, -0.00421, -4.53088], [1.36997, -1.26761, -4.12218], [-0.42147, 0.28403, -3.49073], [0.70063, 1.70399, -3.33704], [-0.51285, 1.55153, -5.28314], [4.35596, 1.62335, -1.34100], [4.53018, 3.22710, -1.81867], [0.02621, 3.55980, 0.04701], [-1.34092, 3.07541, 1.11355], [0.77744, 2.32921, 2.97177], [0.99086, 4.79438, 1.46097], [-2.81279, -0.44170, 1.68682], [-2.13984, 0.28596, 3.74368], [-2.23410, 2.00527, 3.14258], [-0.66396, 0.98093, 2.98914], [-4.36842, 1.05026, 1.07215], [-3.31983, 2.50534, 1.35775], [-3.55094, 0.69765, -1.26450], [-2.29961, 2.04781, -1.09963], [-4.06345, 2.39533, -1.01036], [1.69430, -3.80069, 4.63409], [2.30323, -4.49745, 4.90605], [2.11478, -2.99049, 4.94435]],
  "total_charge": 1,
  "e_above_lowest_ev": 3.068,
  "gap_ev": 7.830,
  "homo_ev": -12.60
}